[1]
Formula: C42H30BrN5OP2ReSe2
Source: OMol25
Level of theory: wB97M-V/def2-TZVPD

The spin multiplicity is 2. As for the net charge: +2. The value obtained for the lowest unoccupied orbital energy (alpha / beta) is -7.725 / -7.428 eV. The value obtained for the highest occupied orbital energy (alpha / beta) is -0.443 / -0.443 hartree. For the HOMO-LUMO gap (alpha / beta), the calculation gives 0.159 / 0.170 Eh.

Each line ends with the Mulliken spin population.
CARTESIAN COORDINATES (ANGSTROEM)
1 Re -1.5941 2.5535 0.9142  0.984
2 Br -2.3278 1.7522 8.2216  -0.001
3 C -2.1153 2.2790 6.4327  -0.006
4 C -1.3938 3.4434 6.1346  0.012
5 C -1.2315 3.8538 4.8294  -0.021
6 C -1.7694 3.0922 3.7995  0.057
7 O -1.6152 3.5123 2.5304  0.033
8 C -2.4962 1.9198 4.0825  0.002
9 C -3.1901 1.2155 3.0590  0.015
10 N -3.0060 1.3675 1.7797  -0.018
11 C -4.0033 0.9021 0.8630  -0.009
12 C -4.7830 -0.2147 0.9642  -0.001
13 C -5.7628 -0.4612 -0.0230  0.004
14 C -5.9443 0.3987 -1.0723  -0.004
15 C -5.1229 1.5449 -1.2034  0.008
16 C -5.1838 2.4655 -2.2706  -0.001
17 C -4.3003 3.5183 -2.3238  0.002
18 C -3.3294 3.6468 -1.3337  -0.006
19 N -3.2420 2.7984 -0.3119  -0.036
20 C -4.1453 1.7663 -0.2318  0.008
21 C -2.6794 1.5373 5.4235  0.005
22 H -0.9707 4.0269 6.9409  0.000
23 H -0.6913 4.7588 4.5881  -0.002
24 H -4.0016 0.5626 3.3710  -0.005
25 H -4.6585 -0.9166 1.7790  0.000
26 H -6.3769 -1.3464 0.0618  0.000
27 H -6.7032 0.2033 -1.8181  0.000
28 H -5.9243 2.3343 -3.0497  0.000
29 H -4.3287 4.2350 -3.1308  0.000
30 H -2.5913 4.4386 -1.3695  0.000
31 H -3.2615 0.6545 5.6542  0.001
32 Se 0.6226 -0.7329 -5.0336  0.004
33 P 0.8042 -1.4088 -3.0808  0.000
34 C 2.5085 -1.5371 -2.4642  0.000
35 C 3.5251 -0.8902 -3.1660  0.000
36 C 4.8481 -1.0793 -2.7997  0.000
37 C 5.1638 -1.9087 -1.7305  0.000
38 C 4.1568 -2.5587 -1.0325  0.000
39 C 2.8329 -2.3884 -1.4103  0.000
40 C 0.1281 -3.0416 -2.6908  -0.002
41 C -0.8886 -3.2755 -1.7710  0.001
42 C -1.3127 -4.5759 -1.5258  0.000
43 C -0.7282 -5.6376 -2.1970  0.000
44 C 0.2822 -5.4050 -3.1225  0.000
45 C 0.7085 -4.1123 -3.3706  0.000
46 C -0.1175 -0.3017 -1.9457  0.031
47 C 0.1321 0.4966 -0.8527  -0.002
48 N -1.0429 1.1458 -0.5626  -0.057
49 N -1.9604 0.7246 -1.4530  0.015
50 N -1.4292 -0.1084 -2.2699  0.014
51 P 1.5444 0.8579 0.1504  0.011
52 Se 0.8457 2.6391 1.2760  -0.026
53 C 1.8204 -0.4355 1.3496  0.004
54 C 2.7184 -0.2255 2.3982  -0.005
55 C 2.9250 -1.2290 3.3283  0.000
56 C 2.2273 -2.4267 3.2256  -0.001
57 C 1.3143 -2.6228 2.1992  0.000
58 C 1.1049 -1.6278 1.2572  0.000
59 C 2.9633 1.3670 -0.7883  -0.006
60 C 4.2533 1.1022 -0.3394  -0.001
61 C 5.3280 1.6629 -1.0142  0.000
62 C 5.1124 2.4577 -2.1287  0.001
63 C 3.8212 2.6957 -2.5897  0.001
64 C 2.7398 2.1613 -1.9169  -0.001
65 H 3.2704 -0.2805 -4.0238  0.000
66 H 5.6354 -0.5959 -3.3628  0.000
67 H 6.1993 -2.0707 -1.4595  0.000
68 H 4.4023 -3.2344 -0.2229  0.000
69 H 2.0605 -2.9625 -0.9148  0.000
70 H -1.3708 -2.4545 -1.2567  0.001
71 H -2.1103 -4.7574 -0.8169  0.000
72 H -1.0645 -6.6483 -2.0086  0.000
73 H 0.7335 -6.2313 -3.6545  0.000
74 H 1.4898 -3.9294 -4.0997  0.000
75 H 3.2448 0.7164 2.4970  -0.001
76 H 3.6269 -1.0770 4.1368  0.000
77 H 2.3935 -3.2079 3.9553  0.000
78 H 0.7697 -3.5546 2.1240  0.000
79 H 0.4017 -1.7892 0.4495  0.000
80 H 4.4253 0.4534 0.5086  0.000
81 H 6.3352 1.4655 -0.6734  0.000
82 H 5.9556 2.8892 -2.6514  0.000
83 H 3.6608 3.2987 -3.4728  0.000
84 H 1.7327 2.3464 -2.2723  0.001

Forces on atoms 1 to 2 (eV/Å):
0.4 -0.2 -0.1
0.0 0.0 0.0



[2]
Formula: C6H7N
Source: OMol25
Level of theory: wB97M-V/def2-TZVPD

The spin multiplicity is 1. As for the net charge: 0. The value obtained for the lowest unoccupied orbital energy is 0.799 eV. The value obtained for the highest occupied orbital energy is -0.382 hartree. For the HOMO-LUMO gap, the calculation gives 0.411 Eh. Its SMILES is C#C[C@@H](C)CC#N.

Each line ends with the Löwdin charge.
CARTESIAN COORDINATES (ANGSTROEM)
1 C 0.0209 1.7357 0.2634  -0.070
2 C -0.1345 0.2208 0.4366  -0.395
3 C -0.9767 -0.3655 -0.7213  -0.158
4 C -1.1597 -1.8157 -0.5963  -0.227
5 N -1.2981 -2.9582 -0.4825  0.148
6 C 1.1668 -0.4596 0.4944  -0.123
7 C 2.2025 -1.0722 0.4928  0.138
8 H 0.5779 1.9711 -0.6500  0.088
9 H -0.9623 2.2152 0.2061  0.081
10 H 0.5610 2.1691 1.1093  0.084
11 H -0.6701 0.0270 1.3769  0.148
12 H -1.9634 0.1160 -0.7460  0.125
13 H -0.4803 -0.1605 -1.6783  0.131
14 H 3.1157 -1.6231 0.4949  0.031

Forces on atoms 1 to 2 (eV/Å):
0.0 0.1 0.0
0.0 0.0 0.0



Values of ΔE to the lowest compared entry with this formula, charge and spin, in order: 112.0; 209.9, all in kJ/mol.